Here is a 12-piece molecular cluster, C48H82O24 overall in a non-equilibrium geometry from the OMol25 dataset. Energies are from the ωB97M-V functional and the def2-TZVPD basis.

Properties
Largest force on an atom: 7.0 eV/Å
Gap between HOMO and LUMO: 9.820 eV
Molar mass: 1043.16 g mol⁻¹
E_LUMO: 0.11 eV

Each line ends with the Löwdin charge.
Cartesian coordinates (Å):
C (0.19298, -16.11939, -7.58161)  -0.03
C (0.53922, -14.97836, -6.59476)  -0.20
O (0.91089, -13.77444, -7.24012)  0.01
C (2.08296, -13.39906, -7.61029)  -0.58
C (2.13873, -12.03795, -8.29801)  0.03
O (3.11364, -14.00387, -7.47446)  0.08
H (-0.21094, -16.91751, -6.95875)  0.08
H (1.15951, -16.39265, -8.00499)  0.07
H (-0.49227, -15.84627, -8.38407)  0.08
H (-0.30163, -14.63248, -5.99356)  0.11
H (1.28576, -15.21238, -5.83580)  0.11
H (2.86803, -12.06986, -9.10745)  0.09
H (2.38377, -11.26026, -7.57466)  0.07
H (1.13064, -11.77241, -8.61637)  0.08
C (-2.20817, -16.74564, -0.10010)  -0.04
C (-1.18642, -16.51590, -1.30472)  -0.15
O (-1.33662, -15.07873, -1.51164)  -0.02
C (-0.65087, -14.52628, -2.54347)  -0.50
C (-0.80078, -12.97429, -2.56841)  0.03
O (-0.00732, -15.08450, -3.40105)  0.08
H (-3.23315, -16.58107, -0.43242)  0.07
H (-1.94537, -16.20476, 0.80902)  0.06
H (-2.21122, -17.75353, 0.31493)  0.05
H (-0.19457, -16.83407, -0.98363)  0.11
H (-1.43362, -17.00550, -2.24668)  0.10
H (-0.05118, -12.61823, -3.27510)  0.06
H (-0.53940, -12.52910, -1.60841)  0.08
H (-1.85697, -12.80047, -2.77421)  0.09
C (3.98271, -16.22622, -3.48216)  -0.03
C (3.61605, -16.82254, -2.11569)  -0.18
O (3.75827, -18.24791, -2.10027)  0.00
C (3.72865, -18.87068, -0.97850)  -0.62
C (4.00329, -20.37924, -1.16087)  0.06
O (3.43370, -18.38866, 0.04288)  0.14
H (4.61232, -15.34362, -3.36938)  0.07
H (3.01618, -16.01070, -3.93764)  0.07
H (4.50876, -16.99936, -4.04218)  0.06
H (3.94593, -16.25147, -1.24784)  0.11
H (2.53603, -16.68211, -2.15960)  0.11
H (4.17446, -20.65378, -2.20175)  0.06
H (3.20473, -20.90603, -0.63848)  0.08
H (5.04209, -20.41697, -0.83291)  0.09
C (-3.12501, -21.93683, -2.37018)  -0.06
C (-2.69083, -20.97424, -1.25487)  -0.21
O (-1.31459, -20.49497, -1.37425)  -0.06
C (-0.93250, -19.70964, -2.47477)  -0.38
C (0.59314, -19.30352, -2.49741)  0.04
O (-1.71687, -19.21933, -3.35852)  0.02
H (-4.20756, -22.06056, -2.39959)  0.08
H (-2.54018, -22.80024, -2.05298)  0.08
H (-2.96806, -21.59681, -3.39383)  0.07
H (-3.24879, -20.04056, -1.32576)  0.11
H (-2.92175, -21.33316, -0.25190)  0.12
H (1.12277, -19.55916, -1.57967)  0.06
H (0.68703, -18.26371, -2.81059)  0.07
H (1.07064, -20.01055, -3.17580)  0.09
C (3.00563, -12.79695, -3.92603)  -0.04
C (3.04672, -11.25598, -3.61397)  -0.19
O (3.32201, -10.52437, -4.82008)  -0.03
C (4.63827, -10.43661, -5.21414)  -0.47
C (4.93215, -9.89249, -6.65901)  0.03
O (5.56205, -10.92139, -4.58274)  0.07
H (2.92890, -13.40041, -3.02156)  0.05
H (3.85644, -13.12050, -4.52565)  0.08
H (2.07405, -12.85837, -4.48860)  0.06
H (2.07172, -10.87893, -3.30523)  0.12
H (3.76411, -11.14357, -2.80107)  0.10
H (4.79004, -10.84461, -7.17026)  0.08
H (5.97235, -9.60726, -6.81628)  0.09
H (4.15449, -9.15880, -6.87121)  0.08
O (6.67516, -22.70964, -1.33061)  0.08
C (6.07152, -23.73005, -1.63993)  -0.47
C (4.67355, -24.26100, -1.32823)  -0.07
C (4.59542, -25.70817, -1.83037)  -0.13
C (5.73153, -25.75296, -2.88044)  -0.12
O (6.57497, -24.65818, -2.45490)  0.01
H (4.55401, -24.19520, -0.24681)  0.13
H (4.00012, -23.57557, -1.84280)  0.12
H (4.59886, -26.41084, -0.99710)  0.11
H (3.73602, -26.02151, -2.42312)  0.11
H (6.26583, -26.69991, -2.95736)  0.12
H (5.39472, -25.60617, -3.90665)  0.12
O (2.20650, -13.45707, -0.30891)  0.08
C (3.42565, -13.24737, -0.17825)  -0.39
C (3.97413, -12.33418, 0.82340)  -0.09
C (5.43966, -12.17749, 0.42854)  -0.11
C (5.61011, -13.02818, -0.85870)  -0.19
O (4.45019, -13.75027, -1.01306)  -0.02
H (3.46118, -11.37519, 0.75048)  0.14
H (3.84127, -12.62084, 1.86660)  0.13
H (5.63854, -11.10904, 0.34513)  0.12
H (6.11778, -12.63733, 1.14743)  0.11
H (5.85129, -12.34590, -1.67382)  0.12
H (6.43555, -13.73803, -0.91217)  0.11
O (10.32114, -17.10317, 0.07467)  0.13
C (9.42753, -17.07981, -0.72170)  -0.48
C (9.05058, -15.98470, -1.66588)  -0.08
C (7.73674, -16.48419, -2.18263)  -0.17
C (7.83280, -17.96175, -2.08577)  -0.17
O (8.60115, -18.15886, -0.90861)  0.04
H (9.12315, -14.98179, -1.24517)  0.13
H (9.86859, -16.08087, -2.37982)  0.14
H (6.90463, -16.10698, -1.58815)  0.11
H (7.63263, -16.03106, -3.16850)  0.12
H (6.82673, -18.34847, -1.92336)  0.11
H (8.28186, -18.53627, -2.89593)  0.14
O (7.61644, -17.57349, -9.77380)  0.06
C (6.77858, -17.38863, -8.86352)  -0.44
C (5.28853, -17.60225, -9.05035)  -0.08
C (4.63775, -17.01290, -7.82839)  -0.14
C (5.73621, -16.23809, -7.17248)  -0.20
O (6.89288, -16.67250, -7.75796)  0.04
H (5.19721, -17.06713, -9.99555)  0.13
H (5.07907, -18.65169, -9.25751)  0.13
H (3.90206, -16.38683, -8.33327)  0.10
H (4.22160, -17.64489, -7.04385)  0.11
H (5.77031, -15.16548, -7.36342)  0.13
H (5.75207, -16.22859, -6.08263)  0.11
O (3.08634, -21.43934, -6.25793)  0.09
C (4.03472, -21.04369, -5.57060)  -0.46
C (4.93265, -21.88807, -4.74016)  -0.07
C (6.15809, -21.01820, -4.48294)  -0.14
C (5.59577, -19.64304, -4.64937)  -0.17
O (4.44062, -19.76816, -5.52132)  0.03
H (4.53663, -22.17706, -3.76663)  0.10
H (5.14193, -22.80635, -5.28886)  0.13
H (6.40639, -21.01515, -3.42160)  0.10
H (6.95364, -21.15702, -5.21501)  0.13
H (5.27238, -19.18716, -3.71359)  0.09
H (6.37905, -19.01177, -5.06897)  0.13
O (-0.11712, -17.05683, 2.48273)  0.10
C (1.07059, -16.85002, 2.52200)  -0.58
C (1.78844, -15.58100, 2.01491)  -0.02
C (3.28540, -15.80292, 2.32900)  -0.14
C (3.18091, -17.09714, 3.00203)  -0.18
O (1.87350, -17.58459, 3.07085)  0.09
H (1.55318, -15.29049, 0.99102)  0.10
H (1.46946, -14.80109, 2.70634)  0.13
H (3.80403, -16.02063, 1.39534)  0.10
H (3.83036, -15.14137, 3.00239)  0.12
H (3.69315, -17.90438, 2.47852)  0.12
H (3.57809, -17.00718, 4.01309)  0.14
O (1.03549, -21.75693, 0.12943)  0.07
C (0.56616, -21.42925, 1.22765)  -0.45
C (0.19522, -20.01928, 1.57440)  -0.09
C (-0.00935, -20.09517, 3.03468)  -0.15
C (-0.22013, -21.62181, 3.33810)  -0.15
O (0.20851, -22.26072, 2.19241)  0.05
H (1.05747, -19.37423, 1.40553)  0.12
H (-0.74617, -19.77806, 1.08076)  0.13
H (0.92252, -19.80138, 3.51782)  0.11
H (-0.75123, -19.44760, 3.50197)  0.12
H (0.37145, -21.90656, 4.20818)  0.12
H (-1.22086, -22.01226, 3.52301)  0.12

Cartesian forces (eV/Å) of the 2 atoms listed first:
C 1.071 0.878 1.076
C -0.609 -0.201 0.551